Entry 1:
178
Properties=species:S:1:pos:R:3:forces:R:3 method="wB97M-V/def2-TZVPD" largest_force_ha_per_bohr=0.0756 energy_ev=-85073.984 relative_energy_kj_mol=256.7 e_lumo_ev=0.42
C -21.0675 -13.1090 15.8718 0.2 0.9 0.3
O -20.5074 -13.6726 17.0197 -0.3 -1.4 0.7
C -19.8486 -12.9086 17.9873 0.8 1.8 -0.2
C -20.7505 -12.2232 19.0642 0.4 -2.2 -0.6
C -19.9182 -11.6652 20.2128 -0.1 0.8 -0.1
N -21.5810 -13.3391 19.5571 -0.6 0.1 0.3
H -21.8688 -12.3976 16.1229 0.2 0.2 -0.1
H -21.5480 -13.8882 15.2789 0.4 -0.2 0.1
H -20.2480 -12.6138 15.3419 -0.5 0.1 -0.4
H -19.0882 -13.5658 18.4106 -0.4 -0.3 0.6
H -19.2167 -12.1105 17.5637 -0.3 0.1 -0.5
H -21.4144 -11.4918 18.5922 0.4 0.4 0.0
H -19.2980 -12.4144 20.7034 -0.4 -0.3 0.0
H -20.6276 -11.2334 20.9213 0.2 -0.1 0.3
H -19.2252 -10.8602 19.9485 -0.2 0.1 -0.4
H -21.6154 -14.0636 18.8501 0.1 0.0 -0.1
H -22.5478 -13.0476 19.6586 0.1 0.0 0.2
C -12.4047 -12.5392 16.4495 -0.6 -1.1 1.6
O -11.5236 -13.5483 16.0134 0.7 0.2 -0.7
C -11.9241 -14.2080 14.8171 0.3 1.3 0.2
C -10.8593 -15.1702 14.3106 -0.2 0.3 -0.1
C -9.4835 -14.5397 14.0731 -0.7 -0.8 0.7
N -11.3281 -15.7453 13.0259 -0.5 0.0 0.9
H -12.9064 -11.8676 15.7526 0.5 -0.2 -0.5
H -11.8836 -12.0002 17.2415 0.1 0.3 -0.3
H -13.2038 -13.0753 16.9780 -0.4 0.3 -0.1
H -12.8879 -14.6962 15.0101 0.0 -0.2 -0.3
H -12.0451 -13.4180 14.0586 -0.4 -0.2 -0.2
H -10.7550 -15.9083 15.1115 0.1 -0.5 -0.4
H -9.5451 -13.8291 13.2515 0.3 0.2 0.1
H -8.8357 -15.3804 13.8287 0.2 0.2 -0.3
H -9.1352 -14.1263 15.0197 0.1 0.4 -0.3
H -12.2211 -16.1942 13.2362 0.2 -0.3 -0.2
H -11.6377 -14.9553 12.4593 0.2 -0.1 -0.2
C -10.2069 -16.6056 8.0479 0.8 0.2 -0.6
O -11.1882 -16.8866 8.9968 -0.3 -0.2 -0.1
C -12.1371 -15.8600 9.2031 0.1 0.8 0.0
C -13.0232 -15.5486 8.0121 -1.0 0.4 0.4
N -13.9509 -16.6564 7.7639 0.9 0.0 -0.5
C -14.7302 -16.4765 6.5475 -0.1 0.1 -0.4
C -15.6713 -17.6675 6.5172 -0.7 -0.5 -1.0
O -16.4519 -17.7393 5.3273 0.3 0.7 0.1
C -17.3376 -18.8322 5.2996 0.4 -0.1 0.5
H -9.5759 -17.4856 7.9259 -0.2 -0.1 0.1
H -9.5251 -15.7865 8.3153 -0.2 0.1 0.4
H -10.5775 -16.3375 7.0509 -0.3 -0.2 0.1
H -11.6437 -14.9235 9.4831 0.2 -0.1 0.1
H -12.7498 -16.1543 10.0526 0.0 -0.1 0.0
H -12.4635 -15.1416 7.1570 0.2 -0.7 -0.3
H -13.6818 -14.6980 8.2263 0.2 0.1 0.5
H -13.3794 -17.4787 7.5748 0.0 -0.1 0.3
H -14.0754 -16.3443 5.6733 -0.1 -0.7 -0.2
H -15.2749 -15.5261 6.5287 -0.3 -0.2 0.6
H -16.3366 -17.6055 7.3854 0.0 0.0 0.1
H -15.1544 -18.6337 6.5564 0.5 0.2 0.4
H -16.8245 -19.8032 5.2926 0.3 0.1 -0.3
H -17.9210 -18.7128 4.3927 -0.3 -0.1 0.1
H -17.9349 -18.8725 6.2180 -0.4 0.3 -0.2
C -11.5030 -12.6612 11.1678 -0.2 0.5 0.7
O -12.7096 -13.3956 11.1247 0.2 -0.4 -0.5
C -13.7462 -12.6906 10.4466 0.2 0.7 0.7
C -14.4744 -11.7461 11.3901 -0.5 0.2 -0.2
N -15.2046 -12.4938 12.3837 -0.4 -0.4 -0.3
C -16.0883 -11.7278 13.2325 0.2 -0.1 0.0
C -16.5272 -12.4191 14.5136 -0.5 0.3 -0.6
O -15.5832 -12.2669 15.5310 1.6 0.5 0.1
C -16.0404 -12.7305 16.7868 -1.3 0.3 -1.0
H -11.2541 -12.1889 10.2152 0.0 -0.1 -0.2
H -10.6740 -13.2772 11.5118 -0.1 -0.4 -0.3
H -11.5894 -11.8726 11.9236 0.0 0.2 -0.1
H -14.5123 -13.3724 10.0788 0.3 -0.4 0.1
H -13.3232 -12.1608 9.5880 0.0 0.1 0.0
H -15.1663 -11.1876 10.7490 -0.3 -0.1 0.2
H -13.8922 -10.9322 11.8473 0.6 -0.2 -0.1
H -14.7156 -13.2730 12.7938 0.2 0.2 0.2
H -17.0011 -11.5257 12.6629 0.0 0.2 0.0
H -15.6486 -10.7515 13.4804 0.0 0.1 0.2
H -16.7495 -13.4708 14.2899 0.1 -0.2 0.2
H -17.4767 -11.9424 14.7930 -0.1 0.0 0.3
H -15.4152 -12.5024 17.6483 0.7 -0.2 -0.5
H -16.2379 -13.7951 16.6256 -0.2 0.0 0.9
H -16.9409 -12.1271 16.9674 -0.4 -0.7 0.3
C -18.3974 -11.4287 8.6899 0.5 0.6 -0.1
O -17.3554 -10.5203 8.3195 -0.4 0.1 0.0
C -17.3178 -9.3926 9.1745 0.1 -0.4 0.8
C -16.1173 -8.5299 8.8056 -0.7 -1.2 -0.6
N -14.8685 -9.0915 9.3059 0.3 0.6 -0.2
C -13.7444 -8.3166 8.7607 -0.6 -0.2 0.6
C -12.4038 -8.9312 9.0875 1.0 1.1 -0.5
O -12.0908 -9.9372 8.1447 -0.5 -0.5 0.1
C -10.7136 -10.2410 8.0475 -0.4 0.1 0.9
H -19.1380 -10.9841 9.3616 0.0 0.3 -0.2
H -17.9700 -12.2512 9.2670 0.0 -0.4 -0.4
H -18.8798 -11.6725 7.7478 -0.1 -0.7 0.2
H -17.2695 -9.8196 10.1878 0.4 0.5 0.2
H -18.2688 -8.8446 9.1581 0.1 0.2 -0.4
H -16.2887 -7.4909 9.0840 0.3 0.0 0.4
H -16.1117 -8.5702 7.7061 -0.1 0.3 -0.1
H -14.7786 -10.0522 8.9924 -0.2 0.0 -0.2
H -13.8670 -7.3154 9.1827 0.5 0.0 0.2
H -13.8055 -8.1459 7.6776 0.0 -0.3 -0.1
H -12.2785 -9.2640 10.1232 -0.4 -0.3 0.0
H -11.6514 -8.1375 8.9607 0.0 0.1 0.1
H -10.6578 -11.1936 7.5289 0.3 0.2 -0.4
H -10.2683 -10.3901 9.0404 -0.1 0.0 0.1
H -10.1793 -9.3967 7.6046 0.1 -0.3 -0.4
C -19.4752 -7.3201 18.9513 0.4 0.2 -0.6
O -18.5635 -8.3350 18.5572 -0.3 -0.1 0.7
C -18.1065 -8.1928 17.2448 -0.2 0.0 -1.2
C -16.9254 -9.1058 16.9858 0.0 -0.1 -0.6
N -15.6532 -8.4873 17.3189 0.0 -0.2 0.2
C -14.5329 -9.4144 17.1771 0.5 0.6 0.8
C -13.2613 -8.6879 17.5831 0.6 -1.1 -1.2
O -13.1900 -8.6115 18.9831 -0.4 1.1 0.0
C -12.1527 -7.7617 19.4135 0.9 -0.8 0.5
H -20.0751 -7.0092 18.0896 0.0 0.2 0.0
H -18.8703 -6.4841 19.3090 -0.4 0.3 0.1
H -20.1824 -7.6486 19.7092 0.3 -0.3 0.2
H -17.8481 -7.1706 16.9292 0.4 0.2 0.7
H -18.9173 -8.3954 16.5243 -0.1 -0.5 0.2
H -16.9096 -9.3345 15.9139 0.0 0.1 0.0
H -17.0514 -10.0855 17.4659 -0.3 0.1 0.3
H -15.6772 -8.2339 18.3038 0.0 0.1 -0.1
H -14.4195 -9.7768 16.1551 -0.3 0.0 0.0
H -14.6029 -10.2530 17.8844 -0.2 -0.3 -0.3
H -13.1935 -7.7669 16.9898 -0.2 0.5 0.8
H -12.3844 -9.2552 17.2264 -0.1 -0.2 0.1
H -12.2387 -6.7050 19.1570 -0.4 0.0 -0.2
H -11.1948 -8.1426 19.0327 0.0 0.2 -0.3
H -12.0456 -7.8714 20.4930 -0.4 0.2 0.0
C -19.3963 -9.0943 12.5424 -1.0 -0.7 -1.2
C -20.2630 -10.2364 13.0823 -0.2 -0.1 0.1
C -20.0591 -11.6181 12.4425 1.1 -0.3 0.8
O -20.1052 -10.3029 14.5079 0.2 -0.4 -0.1
H -19.8045 -8.1291 12.8395 0.3 0.0 0.3
H -19.5269 -9.1339 11.4542 0.2 0.2 -0.1
H -18.3355 -9.2102 12.7514 0.0 0.0 0.3
H -21.3326 -10.0591 12.9193 0.1 0.5 -0.3
H -19.0363 -12.0045 12.5132 0.2 0.4 0.1
H -20.2928 -11.6552 11.3804 -0.4 0.2 0.1
H -20.6076 -12.3734 13.0061 -0.5 0.2 -0.2
H -20.5808 -9.5444 14.8582 0.1 0.0 0.2
C -17.1685 -17.0447 12.0482 0.2 -0.6 0.1
C -16.6038 -16.9000 10.6323 -0.2 -0.4 1.0
C -16.9315 -15.5526 10.0338 -0.1 0.1 -0.4
O -15.1898 -17.1123 10.6613 -0.4 0.1 -0.1
H -18.2282 -16.7901 12.0938 0.1 0.3 -0.1
H -16.6110 -16.4782 12.7950 0.0 0.2 -0.1
H -17.1352 -18.0930 12.3550 0.2 0.0 0.0
H -17.0393 -17.7424 10.0833 -0.2 0.3 -0.4
H -17.9982 -15.3212 10.0641 0.0 -0.2 0.0
H -16.6253 -15.5381 8.9834 0.1 0.2 0.0
H -16.4107 -14.7621 10.5785 0.1 0.0 0.0
H -14.9410 -17.1832 9.7253 0.4 0.1 0.0
C -12.8086 -15.3153 18.5179 0.9 -1.8 0.2
C -13.7596 -16.3855 19.0982 -0.9 1.9 -0.1
C -13.8181 -16.4954 20.6122 1.2 -0.1 0.5
O -15.0628 -15.8887 18.7001 -0.5 -1.0 -0.4
H -12.8584 -14.3913 19.0933 -0.1 0.1 -0.2
H -13.0399 -15.2137 17.4608 -0.3 0.4 0.1
H -11.7723 -15.6711 18.5012 0.0 0.2 0.4
H -13.6404 -17.3645 18.6342 0.1 0.1 -0.1
H -14.2042 -17.4572 20.9470 -0.3 0.1 -0.1
H -14.4043 -15.6765 21.0275 -0.2 -0.1 -0.1
H -12.8329 -16.4095 21.0865 0.1 -0.1 -0.2
H -15.0720 -14.9384 18.8349 0.1 0.1 0.1
C -9.5287 -10.4101 15.1152 0.1 -1.9 -1.2
C -10.1965 -9.9509 13.7811 0.3 1.2 3.7
C -11.6341 -9.6412 14.0929 -0.6 -0.6 -0.4
O -9.5249 -8.7361 13.4402 -0.1 -0.3 -2.0
H -8.4485 -10.3946 14.9589 0.1 0.3 0.3
H -9.7479 -11.4789 15.2357 -0.1 0.0 0.2
H -9.8430 -9.9412 16.0457 0.0 0.5 -0.3
H -10.1912 -10.7916 13.0895 0.9 0.6 -0.7
H -12.1369 -9.2286 13.2154 -0.1 0.2 0.2
H -11.7165 -8.9935 14.9646 -0.1 0.2 -0.2
H -12.1132 -10.5933 14.3399 -0.2 0.1 0.0
H -9.1291 -8.3228 14.2068 0.0 -0.3 0.3

Entry 2:
192
Properties=species:S:1:pos:R:3:forces:R:3 method="wB97M-V/def2-TZVPD" largest_force_ha_per_bohr=0.0762 energy_ev=-106084.705 relative_energy_kj_mol=394.0 e_lumo_ev=1.91 total_charge=-1
O -5.0012 11.1066 5.2451 -0.5 0.4 0.2
C -6.0161 10.5120 5.5083 0.9 2.0 -0.2
O -6.1309 9.2411 5.5119 -0.9 -2.3 -0.4
B -7.5484 8.8359 5.7267 0.5 0.7 -0.3
O -8.2478 10.1191 6.0028 0.2 -1.1 0.1
C -7.3976 11.0996 5.8848 -1.1 3.7 0.1
O -7.7027 12.3028 6.0108 1.4 -3.3 -0.3
O -7.5352 7.8544 6.7874 0.1 0.0 1.1
C -8.0494 6.7425 6.3797 -2.1 -3.2 0.5
O -8.2922 5.7045 7.0196 1.2 2.8 -1.4
C -8.5135 6.9534 4.8913 -0.6 -3.1 0.6
O -8.1807 8.1352 4.5740 0.6 2.2 -0.7
O -9.0713 6.0998 4.2203 0.6 1.1 0.6
C -9.7124 13.7694 1.4349 -0.9 -2.0 0.3
C -8.5396 13.8244 2.4303 -0.5 -0.5 -1.6
C -7.6726 12.5336 2.5732 -0.3 -0.5 -1.1
O -7.3776 11.9600 1.2637 -0.2 -0.8 0.9
C -6.7830 10.6383 1.3978 0.1 1.8 -0.4
N -7.7708 14.8542 1.8304 1.3 1.8 0.6
H -10.5654 13.3105 1.9348 -0.3 -0.1 -0.3
H -9.4507 13.1287 0.5929 0.1 -0.4 0.1
H -10.0452 14.6745 0.9268 0.4 0.5 0.9
H -8.8953 14.0852 3.4271 0.1 0.3 0.1
H -8.1143 11.7528 3.1924 -0.4 -0.1 0.1
H -6.7144 12.7805 3.0304 0.0 0.3 0.2
H -7.4393 9.9028 1.8630 -0.2 0.1 0.0
H -5.8659 10.7536 1.9756 0.2 -0.3 0.3
H -6.4868 10.3325 0.3944 -0.2 -0.1 0.0
H -7.5075 14.6056 0.8875 -0.1 -0.2 -0.1
H -6.8958 14.9248 2.3299 0.2 0.1 -0.3
C -9.7642 6.5296 10.0553 -0.5 -1.2 -0.7
C -10.7122 5.8030 10.9972 0.9 -0.2 0.7
C -9.9719 4.5158 11.5283 -1.3 1.4 -0.3
O -10.9010 3.8076 12.3753 1.4 0.1 -0.3
C -10.4278 2.5374 12.8206 -0.5 0.5 0.1
N -11.0203 6.8456 11.9900 -0.5 -0.9 0.8
H -9.4293 5.7581 9.3619 0.3 0.5 -0.5
H -8.9041 6.9294 10.5925 0.0 0.0 0.1
H -10.2775 7.3460 9.5473 0.1 -0.1 -0.1
H -11.6366 5.4060 10.5775 -0.1 0.5 -0.5
H -9.0683 4.9423 11.9638 0.2 -0.5 1.1
H -9.6143 3.9204 10.6882 -0.4 -0.3 -0.1
H -10.1133 1.9004 11.9939 -0.1 0.0 -0.2
H -11.2746 2.1025 13.3515 0.1 -0.2 -0.1
H -9.6093 2.6102 13.5368 0.2 0.2 0.0
H -11.7385 6.5300 12.6261 -0.6 -0.2 0.0
H -10.2388 6.8776 12.6290 0.6 0.4 0.0
C -4.8729 10.4379 8.7703 0.2 2.0 -0.5
C -4.2038 11.7414 9.2162 1.0 0.4 0.7
C -4.0068 12.8367 8.1465 -0.2 0.7 0.1
O -3.3329 14.0062 8.7114 -0.1 -1.9 1.5
C -3.1962 15.1265 7.9159 -0.2 -0.4 -1.2
N -4.8071 12.2612 10.4610 0.2 0.3 -0.6
H -4.8733 9.7912 9.6478 -0.3 -0.2 -0.4
H -4.3374 10.0764 7.8924 0.0 -0.5 0.2
H -5.8524 10.7726 8.4286 -0.5 -0.7 0.2
H -3.1925 11.4512 9.5010 0.3 0.1 0.1
H -4.9762 13.1740 7.7796 -0.3 0.0 -0.2
H -3.4283 12.4516 7.3067 0.1 0.0 -0.2
H -2.5465 15.8660 8.3841 -0.3 0.0 0.4
H -4.1781 15.5143 7.6444 -0.1 0.5 0.0
H -2.6975 14.8413 6.9896 0.1 0.1 -0.4
H -4.4495 13.2047 10.5063 0.6 0.3 0.6
H -5.7837 12.4933 10.3490 -0.7 -0.6 -0.2
C -7.4894 14.5445 8.7108 0.0 0.4 0.5
C -6.9100 15.0677 10.0411 0.5 0.0 -0.8
C -7.0715 16.5797 10.2285 -0.3 -0.6 -0.4
O -6.3119 17.1249 11.3192 0.3 -0.7 -0.5
C -4.9090 17.3274 11.0735 -0.4 0.5 -0.9
N -7.5786 14.3584 11.1268 0.2 0.3 0.5
H -8.4693 15.0167 8.6400 -0.2 -0.1 -0.3
H -7.6128 13.4616 8.7300 -0.1 0.0 0.2
H -6.9454 14.7464 7.7881 0.2 0.4 0.2
H -5.8332 14.9018 10.0718 0.1 -0.5 0.1
H -8.1343 16.6587 10.4575 0.0 0.7 0.4
H -6.9664 17.0572 9.2543 0.7 0.6 0.0
H -4.3574 17.5167 11.9944 -0.5 0.2 0.1
H -4.8331 18.1643 10.3794 0.2 0.5 0.2
H -4.3324 16.5609 10.5557 -0.6 -0.8 0.1
H -7.5636 15.0239 11.8864 0.6 -0.2 0.9
H -8.5741 14.3794 10.9577 -0.4 -0.4 -0.6
C -0.1095 5.2898 3.5806 -1.1 0.7 -1.0
C 0.0385 6.5977 4.3944 0.4 -0.8 0.0
C -1.3309 7.1775 4.8738 0.3 0.0 -1.4
O -1.2188 8.4524 5.4718 1.0 0.3 0.0
C -2.4110 9.1354 5.8854 0.7 -1.0 -0.1
N 0.9124 6.2270 5.5220 -0.6 0.7 -0.1
H -0.5818 5.4531 2.6120 -0.1 0.4 -0.1
H -0.8079 4.5908 4.0407 0.2 -0.1 0.5
H 0.8202 4.7905 3.3077 0.2 0.2 0.6
H 0.6055 7.3318 3.8218 -0.3 0.2 -0.2
H -1.7699 6.4153 5.5176 -0.3 0.1 0.4
H -1.9410 7.2799 3.9763 -0.4 -0.2 -0.1
H -2.1208 10.1273 6.2318 0.1 -0.2 0.1
H -2.8049 8.5285 6.7006 -0.6 0.3 0.2
H -3.1396 9.2765 5.0872 0.0 -0.3 -0.1
H 0.6013 5.3056 5.7949 0.1 -0.2 0.5
H 0.5780 6.8786 6.2174 0.6 0.0 0.9
C -11.0990 10.9477 3.8344 0.1 0.7 0.4
C -11.5088 10.0036 2.7223 -0.8 0.5 0.8
C -10.5510 8.8622 2.3976 0.5 1.5 0.0
O -10.9081 8.3559 1.1383 -0.4 0.0 -0.2
C -10.2638 7.1430 0.8669 -0.1 -0.1 -0.4
N -12.8276 9.4763 3.1068 0.7 0.8 -0.6
H -10.1443 11.4624 3.7258 0.3 -0.5 0.0
H -11.2058 10.4921 4.8188 0.5 -0.4 0.0
H -11.7913 11.7852 3.9197 -0.4 -0.1 -0.4
H -11.7297 10.6046 1.8402 0.6 -0.1 -0.4
H -10.4637 8.0773 3.1490 -0.6 -0.2 0.3
H -9.5574 9.3100 2.4173 0.6 -0.1 -0.6
H -9.1906 7.3136 0.7814 0.2 -0.3 0.3
H -10.5993 6.7382 -0.0880 -0.2 0.3 -0.1
H -10.5371 6.4041 1.6202 0.4 -0.2 0.2
H -13.0623 9.0440 2.2247 -0.8 -1.1 0.5
H -12.5761 8.8460 3.8549 -0.9 -0.7 0.0
C -5.9369 15.0273 4.9569 0.7 0.1 0.1
C -5.1455 15.7616 3.8672 -0.1 -1.5 -1.6
C -3.6716 16.1464 4.0918 -2.6 1.4 2.2
O -3.7969 17.2824 4.9980 1.8 -1.1 -0.2
C -2.5001 17.7352 5.3951 -1.5 1.8 -0.1
N -5.0887 14.8135 2.7299 0.8 -0.3 -0.4
H -6.9017 14.6398 4.6295 -0.1 0.6 -0.4
H -6.1207 15.6816 5.8091 0.2 -0.3 0.2
H -5.4209 14.0967 5.1929 0.3 0.1 0.6
H -5.7894 16.5663 3.5123 0.5 0.5 0.1
H -3.1654 16.4121 3.1637 0.0 0.2 0.0
H -3.1816 15.3102 4.5904 0.3 -0.1 0.0
H -2.0410 18.1725 4.5085 0.9 -0.7 -0.1
H -1.9129 17.0779 6.0364 0.1 -0.4 -0.5
H -2.7005 18.6393 5.9700 0.0 0.0 0.4
H -4.5475 15.2199 1.9802 -0.3 0.6 -0.5
H -4.4471 14.0631 2.9428 -0.2 -0.7 0.7
C -13.5622 4.2146 4.0712 -0.1 -0.8 1.1
C -13.7770 5.4325 4.9774 1.1 0.8 -0.5
C -12.4353 6.2917 5.0072 -0.3 -0.4 0.9
O -12.3718 7.4606 5.8606 0.0 -0.4 -1.7
C -12.7255 7.1688 7.1519 -0.7 -0.6 1.8
N -14.8205 6.2639 4.3956 0.4 0.4 0.4
H -12.7384 3.5679 4.3735 0.6 0.4 -0.2
H -13.5304 4.4811 3.0148 0.2 -0.1 0.1
H -14.3823 3.5230 4.2642 -0.5 0.2 -0.4
H -14.1096 5.0934 5.9584 0.3 0.1 0.1
H -12.1964 6.6056 3.9912 -0.2 0.2 -0.1
H -11.5828 5.6915 5.3252 -0.1 -0.6 0.0
H -13.8045 7.0790 7.2780 -0.3 0.3 -0.1
H -12.3564 7.8781 7.8927 0.0 0.5 -0.5
H -12.3633 6.2199 7.5475 0.5 -0.5 -0.4
H -14.5635 6.2839 3.4191 -0.8 0.4 -0.3
H -15.7472 5.8898 4.5417 0.0 -0.1 -0.3
C -5.7016 7.2734 0.8276 -0.2 0.3 1.2
C -5.0182 6.2306 1.7282 -0.6 -1.1 -1.0
C -5.3361 6.4159 3.2058 0.5 -0.3 0.7
O -4.4263 5.6357 4.0077 0.7 0.5 -0.5
C -4.5824 5.7204 5.4161 -0.5 -0.4 -0.5
N -5.4867 4.8625 1.3274 0.6 1.0 -0.2
H -5.4390 7.2512 -0.2301 0.1 -0.4 0.2
H -5.4161 8.2425 1.2369 0.1 0.3 -0.2
H -6.7852 7.2339 0.9379 -0.2 -0.2 -0.1
H -3.9645 6.3416 1.4721 0.3 -0.3 0.7
H -6.3105 5.9758 3.4178 -0.5 0.3 -0.3
H -5.3484 7.4684 3.4888 0.2 0.2 0.3
H -5.3309 4.9973 5.7400 -0.5 0.1 0.1
H -4.8746 6.7239 5.7255 0.2 0.1 0.2
H -3.6745 5.3774 5.9123 0.2 0.4 -0.2
H -6.4911 4.9649 1.3571 -0.2 -0.1 -0.4
H -5.2910 4.2315 2.0914 0.4 -0.2 0.2
C -4.2628 2.9486 7.8704 0.3 1.5 1.7
C -4.9209 3.1478 9.2943 -1.8 -0.7 -2.5
C -5.8826 4.3806 9.4279 1.9 -0.7 -1.0
O -5.0034 5.4247 9.6371 0.2 2.0 0.6
C -5.6122 6.7041 9.7715 0.5 0.2 0.3
N -5.8059 1.9730 9.3154 -0.5 -0.4 1.3
H -3.6808 3.8294 7.5992 0.0 0.1 -0.1
H -5.0587 2.7962 7.1414 0.3 -0.2 -0.1
H -3.5516 2.1304 7.9841 -0.3 -0.2 -0.4
H -4.1321 3.0813 10.0436 -0.4 0.2 0.3
H -6.6807 4.2495 10.1587 0.2 0.0 0.7
H -6.4053 4.5719 8.4908 -0.2 -0.3 -0.4
H -5.7912 6.9562 10.8167 -0.5 -0.4 0.3
H -6.5295 6.8091 9.1921 0.0 -0.1 -0.1
H -4.9106 7.4884 9.4873 0.2 -0.3 -0.5
H -6.4575 2.1798 10.0588 -0.1 -0.6 0.9
H -6.4870 2.0824 8.5776 0.3 0.0 -0.8
O -8.8132 3.3146 8.3294 -0.1 -0.6 0.5
H -8.4640 2.6608 7.7236 -0.1 -0.1 -0.2
H -8.5893 4.1553 7.9303 0.0 0.5 -0.3
O -8.2667 4.5715 1.8734 -0.3 -0.2 -0.4
H -8.6928 5.0664 2.5733 -0.3 0.4 0.5
H -7.7144 3.9370 2.3301 0.0 -0.3 0.2
O -9.3031 14.5668 6.2120 -0.4 0.7 -0.2
H -8.6858 13.8486 6.0726 0.2 -0.5 0.0
H -9.6172 14.4428 7.1077 -0.1 -0.1 0.0